Entry from OMol25: a molecular structure, C48H55BrN7O4STeTi (ωB97M-V with the def2-TZVPD basis set).

As for the spin multiplicity: 2. Its lowest unoccupied orbital energy (spin up / spin down) is 0.5 / 0.5 eV. Its orbital gap (spin up / spin down) is 7.27 / 7.40 eV. The HOMO energy (spin up / spin down) comes out at -6.7 / -6.9 eV. The expectation value of S² is 0.75.

Last column: Löwdin spin population.
Atoms and positions in Å:
Ti: 0.39727 1.09952 -0.61014  0.916
N: -0.98014 2.72964 -0.30479  0.003
C: -1.76015 3.57599 -0.21732  0.010
N: -2.65732 4.51778 -0.15457  0.004
C: -2.61367 5.55952 0.87723  0.001
C: -2.77021 6.92377 0.22395  0.000
C: -4.01067 6.96630 -0.66581  0.000
C: -3.95837 5.86116 -1.71886  0.000
C: -3.81402 4.49953 -1.05465  0.001
H: -1.66359 5.47656 1.39616  0.000
H: -3.43325 5.37436 1.58200  0.000
H: -1.87113 7.11924 -0.36559  0.000
H: -2.82424 7.68732 1.00214  0.000
H: -4.10267 7.94212 -1.14490  0.000
H: -4.90614 6.83073 -0.04876  0.000
H: -3.10288 6.02367 -2.38085  0.000
H: -4.85754 5.86546 -2.33749  0.000
H: -3.67256 3.69959 -1.78048  0.000
H: -4.71028 4.26905 -0.46663  0.000
Br: 0.53615 1.69603 2.33692  0.000
C: 2.35131 1.15418 2.59480  0.000
C: 2.61166 0.62568 3.85059  0.000
C: 3.88976 0.20024 4.17166  0.000
C: 4.90684 0.30835 3.23477  0.000
C: 4.63089 0.83638 1.98745  0.000
C: 3.35293 1.27013 1.63065  0.000
C: 3.19547 1.78347 0.19976  0.004
O: 4.16785 1.78241 -0.53365  0.001
O: 2.01180 2.19002 -0.12404  0.023
H: 1.80744 0.54286 4.56756  0.000
H: 4.08362 -0.21439 5.15247  0.000
H: 5.90996 -0.01845 3.47533  0.000
H: 5.40104 0.93133 1.23420  0.000
C: -1.60250 -9.32227 1.04310  0.000
C: -1.72422 -7.83649 0.84464  0.000
C: -2.31777 -7.02718 1.79866  0.000
C: -2.43615 -5.64906 1.63132  0.000
C: -3.11794 -4.86796 2.72263  0.000
C: -1.92173 -5.05050 0.47338  0.000
Te: -1.96224 -2.92773 0.18093  0.000
N: -1.18090 -0.18684 -0.43602  -0.018
C: -1.44501 0.15700 -1.62805  0.036
O: -0.56543 0.94624 -2.31501  -0.013
C: -2.68236 -0.23513 -2.36078  0.003
C: -2.60855 -0.83179 -3.61503  0.003
C: -3.76162 -1.27257 -4.24784  0.000
C: -4.99811 -1.10456 -3.63828  0.002
C: -5.07740 -0.49701 -2.39230  0.000
C: -3.92239 -0.07238 -1.75239  0.003
C: -1.05845 -2.53484 2.05200  0.000
C: -0.02868 -3.37351 2.46856  0.000
C: 0.58210 -3.20319 3.69732  0.000
C: 0.16761 -2.16951 4.52538  0.000
C: -0.85256 -1.33074 4.11170  0.000
C: -1.49011 -1.49516 2.88009  0.000
C: -2.60474 -0.56278 2.50345  0.000
C: -1.34567 -5.86208 -0.51877  0.000
C: -0.86221 -5.31746 -1.83979  0.000
C: -1.25489 -7.23430 -0.31533  0.000
H: -2.06426 -9.63287 1.97961  0.000
H: -0.55562 -9.63114 1.06584  0.000
H: -2.08560 -9.86794 0.23082  0.000
H: -2.71393 -7.47808 2.70285  0.000
H: -3.85019 -5.49412 3.23340  0.000
H: -3.62524 -3.98934 2.32400  0.000
H: -2.39834 -4.51537 3.46484  0.000
H: -1.64204 -0.94177 -4.09131  0.000
H: -3.69719 -1.74671 -5.21925  0.000
H: -5.89714 -1.45435 -4.12959  0.000
H: -6.04002 -0.36716 -1.91355  0.000
H: -3.96552 0.36950 -0.76351  0.000
H: 0.28576 -4.18712 1.82454  0.000
H: 1.37589 -3.87184 4.00642  0.000
H: 0.63233 -2.02346 5.49278  0.000
H: -1.18318 -0.52795 4.76124  0.000
H: -2.99135 -0.05037 3.38506  0.000
H: -3.42283 -1.10393 2.02203  0.000
H: -2.25420 0.17220 1.77604  0.000
H: -0.39223 -4.33875 -1.73036  0.000
H: -1.69688 -5.18085 -2.53244  0.000
H: -0.16095 -6.01082 -2.30684  0.000
H: -0.80831 -7.85120 -1.08940  0.000
C: 0.46897 5.88261 -2.52302  0.000
S: 1.27029 5.31147 -1.01013  0.000
O: 0.35661 5.74292 0.08881  0.000
C: 2.60815 6.50491 -1.00907  0.000
C: 2.58000 7.54038 -0.09305  0.000
C: 3.63726 8.44015 -0.06041  0.000
C: 4.70691 8.29049 -0.92964  0.000
C: 4.73197 7.23388 -1.83229  0.000
C: 3.68379 6.32884 -1.86883  0.000
H: 0.03051 6.85923 -2.31917  0.000
H: -0.29862 5.15128 -2.77408  0.000
H: 1.19816 5.94581 -3.32917  0.000
H: 1.73674 7.62019 0.58058  0.000
H: 3.62716 9.25570 0.65100  0.000
H: 5.53184 8.99029 -0.89698  0.000
H: 5.57634 7.10675 -2.49682  0.000
H: 3.71086 5.48300 -2.54617  0.000
C: 5.00556 -3.60331 -0.69283  0.000
C: 3.81876 -4.44522 -1.15090  0.000
C: 3.76076 -4.56478 -2.67352  0.000
C: 2.51484 -3.98061 -0.50555  0.001
N: 2.17841 -2.57240 -0.72888  0.009
C: 2.18766 -1.78557 -1.81563  0.001
N: 1.81717 -0.58391 -1.46412  0.006
N: 1.58199 -0.66870 -0.13802  0.000
N: 1.78785 -1.83974 0.31431  0.003
H: 5.92945 -3.97335 -1.13775  0.000
H: 5.11683 -3.62887 0.39202  0.000
H: 4.89447 -2.55859 -0.99176  0.000
H: 3.94454 -5.45743 -0.75280  0.000
H: 3.89176 -3.59983 -3.16481  0.000
H: 2.81927 -5.00208 -3.01106  0.000
H: 4.57123 -5.20184 -3.02762  0.000
H: 2.59265 -4.05954 0.57807  0.000
H: 1.66653 -4.58524 -0.82711  0.000
H: 2.44115 -2.10110 -2.80952  0.000